The following is a quantum chemistry calculation of a molecular structure, C46H38N9O5STi in a non-equilibrium geometry, from the Open Molecules 2025 dataset.

Geometry as ORCA input:
```
! wB97M-V def2-TZVPD RIJCOSX def2/J DEFGRID3
* xyz 0 2
Ti 1.04523 1.13124 -0.34617
O -1.08753 3.44443 -1.53039
C -0.85843 3.44245 -0.33662
N 0.34398 3.06928 0.19553
C 0.66111 3.35331 1.58111
C 0.23597 4.46225 2.31199
C 0.39664 4.40095 3.67963
C 1.18103 3.45437 4.33804
C 1.84711 2.48502 3.54933
C 1.66749 2.54776 2.17602
N 2.16638 1.57689 1.33177
C 3.53050 1.40243 1.05198
O 4.38545 1.17021 1.99006
C 3.91398 1.81606 -0.29416
C 5.25779 1.99097 -0.73772
C 5.45337 2.33761 -2.08080
C 4.36955 2.58077 -2.97890
C 3.09038 2.43091 -2.41074
N 2.93074 1.96164 -1.15499
C -2.06495 3.84375 0.59892
C -2.82836 4.99565 0.19408
C -3.85098 5.31766 1.07527
C -4.08063 4.59736 2.27949
C -3.35675 3.45509 2.48562
N -2.40176 3.08048 1.61818
H -0.42765 5.24246 1.92708
H -0.23549 5.15443 4.23712
H 1.39896 3.53819 5.39982
H 2.67379 1.84547 3.87551
H 5.98956 1.93905 0.06411
H 6.45397 2.64693 -2.32389
H 4.53133 2.92453 -3.98467
H 2.12681 2.65169 -2.95688
H -2.64946 5.36955 -0.80633
H -4.51564 6.15513 0.74895
H -4.78809 4.98306 2.96045
H -3.65832 2.72167 3.22380
C 1.72537 -3.69669 2.43641
C 2.79364 -3.57555 1.44522
N 3.77189 -4.41103 1.24631
O 3.59262 -5.52679 2.13089
C 2.70507 -2.30851 0.60964
C 3.90905 -2.01093 -0.27809
N 1.53156 -1.73995 0.58388
O 1.60337 -0.65225 -0.35997
H 0.81105 -3.91274 1.95016
H 1.61238 -2.71549 2.92120
H 1.99695 -4.51568 3.18483
H 4.31208 -6.20465 2.03658
H 4.46045 -3.00310 -0.51569
H 4.66156 -1.37877 0.13241
H 3.57734 -1.78977 -1.25395
N -3.96244 -2.42931 3.66219
C -4.68573 -3.63169 3.90181
C -5.34505 -4.08063 4.98488
C -5.88960 -5.35067 4.85844
C -6.02334 -6.05588 3.63605
C -5.34003 -5.55455 2.53775
C -4.64015 -4.33691 2.64655
N -3.93078 -3.61528 1.69861
C -3.47302 -2.54031 2.35380
C -2.55955 -1.60020 1.75643
C -1.68709 -0.85069 2.58618
C -0.82427 -0.01684 1.96587
N -0.81410 0.21173 0.60584
C -1.89750 -0.23495 -0.05763
C -2.68523 -1.30228 0.40912
H -3.61422 -1.73178 4.35072
H -5.54602 -3.44305 5.87687
H -6.31432 -5.76419 5.78437
H -6.64176 -6.94273 3.56350
H -5.33513 -6.08307 1.56843
H -1.73335 -0.87963 3.67300
H 0.09417 0.44271 2.42484
H -2.02691 0.20309 -1.08114
H -3.44271 -1.83647 -0.22265
O 0.78249 1.17022 -2.23740
S -0.38982 0.51180 -3.17439
C 0.26055 1.34331 -4.64174
C 0.44607 2.72293 -4.58552
C 1.24966 3.35775 -5.55060
C 1.51501 2.61064 -6.71870
C 0.99835 1.32540 -6.85201
C 0.37018 0.67455 -5.79084
C 0.06198 -1.20645 -3.43669
C 1.37845 -1.41847 -3.78660
C 1.78920 -2.68704 -4.12970
C 0.90657 -3.76278 -4.03852
C -0.41483 -3.53952 -3.66341
C -0.87983 -2.27084 -3.35267
H -0.10607 3.32394 -3.77556
H 1.68086 4.39296 -5.37371
H 2.21782 2.98758 -7.48605
H 1.25161 0.82032 -7.78726
H 0.02896 -0.35554 -5.83006
H 2.08015 -0.60300 -3.65908
H 2.87878 -2.72060 -4.36662
H 1.20875 -4.79869 -4.13313
H -1.03904 -4.42356 -3.43827
H -1.86915 -2.11010 -2.89672
*
```

Properties
HOMO-LUMO gap (spin up / spin down) in eV: 5.9110 / 6.1986
HOMO level (spin up / spin down) in Eh: -0.236 / -0.246
Energy relative to the best compared isomer or geometry (same formula, charge and spin) in kcal/mol: 53.56
Expectation value of S²: 0.754
E_LUMO (spin up / spin down) in eV: -0.50 / -0.50

Atomic partial charges in e from the Mulliken method, atoms 1 to 8: atom 1 (Ti): -0.7238, atom 2 (O): -0.6307, atom 3 (C): 0.3530, atom 4 (N): 0.3244, atom 5 (C): 1.1688, atom 6 (C): -0.8782, atom 7 (C): -0.3955, atom 8 (C): -1.0273